No. 1
Below is C22H17N3O5 in the gas phase, with properties calculated with ωB97M-V/def2-TZVPD.

Output
SMILES: O=C(O)/C=C/C(=O)NNC(=O)c1ccc(-c2ccccc2Oc2ccccc2)cn1
electronic energy: -1388.9828 a.u.
Kohn-Sham gap: 8.174 eV
lowest unoccupied orbital energy: -0.8 eV
molar mass: 403.4 g mol⁻¹
maximum force: 4.47 eV/Å
highest occupied orbital energy: -8.98 eV

Last column: Löwdin charge in e.
CARTESIAN COORDINATES (ANGSTROEM)
O  4.564  2.920  4.109  0.1062
C  5.520  2.163  3.978  -0.5169
O  6.751  2.419  4.444  0.1331
C  5.338  0.983  3.177  0.0247
C  6.146  -0.108  3.130  0.0442
C  5.867  -1.268  2.283  -0.4470
O  6.765  -2.133  2.135  0.0240
N  4.674  -1.424  1.630  0.0830
N  4.463  -2.260  0.497  0.1255
C  3.444  -2.099  -0.419  -0.3762
O  3.485  -2.919  -1.344  0.0415
C  2.395  -1.012  -0.323  -0.1559
C  1.337  -0.978  -1.243  0.0054
C  0.345  -0.009  -1.171  0.0360
C  0.415  0.942  -0.102  -0.1414
C  -0.613  1.996  0.110  -0.1077
C  -0.235  3.354  0.046  -0.0271
C  -1.128  4.378  0.340  -0.0802
C  -2.447  4.061  0.710  -0.0562
C  -2.822  2.703  0.788  0.0020
C  -1.948  1.662  0.444  -0.2399
O  -2.339  0.365  0.485  0.0324
C  -3.383  -0.017  -0.336  -0.2610
C  -3.757  0.693  -1.504  -0.0079
C  -4.955  0.362  -2.153  -0.0805
C  -5.732  -0.691  -1.690  -0.1241
C  -5.320  -1.467  -0.630  -0.0749
C  -4.134  -1.095  0.071  -0.0039
C  1.462  0.873  0.794  -0.0466
N  2.419  -0.073  0.651  0.0935
H  7.382  1.771  4.101  0.1072
H  4.446  0.949  2.582  0.1038
H  6.991  -0.234  3.778  0.1203
H  4.046  -0.635  1.741  0.0831
H  5.080  -3.074  0.378  0.1688
H  1.264  -1.715  -2.040  0.1216
H  -0.453  -0.004  -1.955  0.1384
H  0.758  3.653  -0.193  0.1078
H  -0.807  5.431  0.292  0.1104
H  -3.193  4.839  0.895  0.1070
H  -3.818  2.405  1.065  0.1214
H  -3.150  1.537  -1.842  0.1202
H  -5.339  0.945  -2.989  0.1061
H  -6.731  -0.928  -2.137  0.1169
H  -5.925  -2.312  -0.275  0.1088
H  -3.785  -1.657  0.946  0.1239
H  1.526  1.578  1.617  0.1303



No. 2
Below is a molecular structure, C22H17N5O9SZr, with properties calculated with ωB97M-V/def2-TZVPD.

Output
electronic energy: -2245.0385 a.u.
Kohn-Sham gap: 7.999 eV
lowest unoccupied orbital energy: -0.2 eV
molar mass: 618.7 g mol⁻¹
maximum force: 1.93 eV/Å
highest occupied orbital energy: -8.16 eV

Last column: Löwdin charge in e.
CARTESIAN COORDINATES (ANGSTROEM)
Zr  -0.027  -0.197  -0.105  1.6836
N  3.408  -1.880  1.983  0.0755
C  2.473  -1.000  1.545  -0.8577
S  2.563  -0.534  -0.139  0.6065
N  1.610  -0.563  2.421  -0.0031
N  0.651  0.249  1.883  -0.1993
C  -0.156  0.880  2.661  -0.0345
C  -1.117  1.831  2.143  -0.1472
C  -2.022  2.423  3.032  -0.0381
C  -2.921  3.377  2.613  -0.0856
C  -2.926  3.760  1.273  -0.0655
C  -2.035  3.204  0.380  -0.0039
C  -1.106  2.238  0.782  -0.3359
O  -0.238  1.741  -0.094  -0.2524
H  4.204  -2.032  1.390  0.0745
H  3.527  -1.987  2.977  0.0988
H  -0.077  0.742  3.737  0.1392
H  -2.003  2.108  4.069  0.1138
H  -3.611  3.825  3.315  0.1022
H  -3.639  4.498  0.928  0.1076
H  -2.033  3.493  -0.664  0.1223
C  1.855  0.213  -3.760  0.0199
C  0.388  0.189  -3.527  -0.3095
N  -0.204  0.224  -2.352  0.0360
C  -1.565  0.146  -2.579  -0.1007
C  -1.786  0.084  -3.927  -0.0582
N  -0.542  0.108  -4.498  0.1975
C  -2.981  -0.033  -4.806  -0.4883
O  -4.148  0.033  -4.222  0.1504
O  -2.817  -0.155  -5.998  0.1057
C  -2.554  0.031  -1.453  -0.5007
O  -3.749  0.169  -1.699  0.0946
O  -2.060  -0.247  -0.299  -0.1126
H  2.363  0.363  -2.812  0.0412
H  2.124  1.016  -4.445  0.0910
H  2.184  -0.737  -4.183  0.0961
H  -0.407  0.075  -5.497  0.1780
H  -4.061  0.118  -3.227  0.0605
O  0.116  -2.069  -1.192  -0.1404
C  -0.090  -2.694  -0.109  -0.5647
O  -0.336  -2.014  0.939  -0.1101
C  -0.032  -4.165  -0.050  -0.1231
C  0.062  -4.892  -1.229  -0.0012
C  0.096  -6.284  -1.213  0.0267
C  0.040  -6.892  0.018  -0.2030
O  0.054  -8.221  0.306  0.0434
C  -0.031  -8.332  1.727  -0.1271
O  -0.063  -7.018  2.267  0.0395
C  -0.039  -6.160  1.200  -0.1913
C  -0.085  -4.796  1.203  0.0917
H  0.108  -4.355  -2.165  0.1209
H  0.166  -6.861  -2.124  0.1227
H  0.844  -8.869  2.101  0.1378
H  -0.944  -8.869  1.995  0.1383
H  -0.150  -4.205  2.106  0.1382



No. 3
Below is a molecular structure, C22H18Br2N3O7PdSe, with properties calculated with ωB97M-V/def2-TZVPD.

Output
electronic energy: -9217.4683 a.u.
total charge: -1
Kohn-Sham gap: 6.318 eV
lowest unoccupied orbital energy: 1.5 eV
molar mass: 781.6 g mol⁻¹
maximum force: 0.27 eV/Å
highest occupied orbital energy: -4.86 eV

Last column: Löwdin charge in e.
CARTESIAN COORDINATES (ANGSTROEM)
Pd  -1.163  0.736  -0.952  1.0341
O  -1.325  0.323  5.911  -0.0602
C  -2.508  0.161  5.146  -0.2059
C  -2.192  0.260  3.680  -0.1751
C  -3.179  -0.004  2.746  0.0209
C  -2.896  0.126  1.397  -0.0790
N  -1.692  0.511  0.980  0.0055
C  -0.710  0.739  1.870  -0.1701
C  -0.932  0.625  3.229  0.0517
C  0.601  1.087  1.281  -0.1619
C  1.718  1.428  2.027  0.0511
C  2.901  1.752  1.382  -0.1821
C  4.133  2.120  2.171  -0.2104
O  3.846  2.782  3.390  -0.0572
C  2.924  1.730  -0.005  0.0081
C  1.776  1.379  -0.692  -0.0553
N  0.651  1.056  -0.062  0.0111
H  -1.567  0.374  6.839  0.0871
H  -3.243  0.935  5.391  0.1330
H  -2.970  -0.812  5.345  0.1267
H  -4.178  -0.291  3.046  0.1284
H  -3.638  -0.037  0.629  0.0871
H  -0.144  0.813  3.942  0.1095
H  1.670  1.462  3.106  0.1184
H  4.803  2.714  1.542  0.1206
H  4.669  1.211  2.452  0.1317
H  3.372  3.596  3.189  0.0968
H  3.817  2.000  -0.554  0.1191
H  1.728  1.377  -1.773  0.1121
C  -0.754  -3.237  -0.201  -0.0342
C  -0.067  -2.935  -1.506  -0.3305
C  0.601  -3.936  -2.243  -0.0256
C  1.235  -3.600  -3.403  -0.0425
C  1.204  -2.266  -3.866  -0.1988
C  1.844  -1.808  -5.039  -0.6424
Br  2.839  -3.010  -6.134  0.7104
C  1.776  -0.495  -5.401  -0.1955
C  1.052  0.417  -4.627  -0.6162
Br  1.018  2.233  -5.163  0.7514
C  0.341  0.064  -3.474  -0.4277
O  -0.341  0.930  -2.825  -0.2042
C  0.477  -1.335  -3.078  -0.1299
N  -0.115  -1.697  -1.922  0.1465
H  -0.814  -4.310  -0.017  0.0669
H  -1.758  -2.813  -0.209  0.0781
H  -0.212  -2.774  0.627  0.0746
H  0.611  -4.957  -1.884  0.1037
H  1.762  -4.347  -3.981  0.0701
H  2.280  -0.145  -6.291  0.0878
O  -3.034  0.589  -1.579  -0.6015
Se  -3.898  2.051  -1.205  0.7384
O  -4.780  2.409  -2.503  -0.4985
O  -2.729  3.126  -0.828  -0.5483
O  -4.809  1.690  0.099  -0.5280



No. 4
Below is a molecular structure, C22H18BrF6IrN4OS, with properties calculated with ωB97M-V/def2-TZVPD.

Output
electronic energy: -4819.1633 a.u.
Kohn-Sham gap (spin up / spin down): 6.488 / 6.487 eV
lowest unoccupied orbital energy (spin up / spin down): -1.2 / -1.2 eV
molar mass: 772.6 g mol⁻¹
maximum force: 2.47 eV/Å
highest occupied orbital energy (spin up / spin down): -7.65 / -7.65 eV

Last column: Löwdin charge in e.
CARTESIAN COORDINATES (ANGSTROEM)
Ir  0.246  0.700  0.810  1.1266
C  -3.480  -1.263  1.177  -0.0149
C  -2.444  -0.192  1.135  -0.2657
N  -1.219  -0.425  1.577  -0.1852
N  -1.042  -1.366  2.496  0.0233
C  0.040  -1.233  3.206  -0.8295
N  0.382  -2.219  4.066  0.0972
S  1.060  0.185  3.162  0.6977
C  -2.649  1.158  0.706  -0.2707
C  -3.836  1.677  0.174  -0.0086
C  -3.894  3.004  -0.192  -0.0517
C  -2.781  3.821  -0.009  -0.0392
C  -1.626  3.248  0.494  -0.1197
N  -1.558  1.966  0.829  -0.0587
H  -2.991  -2.234  1.163  0.0797
H  -4.156  -1.184  0.327  0.0789
H  -4.072  -1.195  2.094  0.0925
H  -0.328  -2.895  4.298  0.1054
H  1.058  -1.991  4.774  0.0853
H  -4.686  1.021  0.045  0.1123
H  -4.793  3.411  -0.635  0.1126
H  -2.804  4.870  -0.262  0.1091
H  -0.717  3.826  0.615  0.1221
Br  -0.861  0.667  -1.999  0.9472
C  -0.759  -1.239  -1.832  -0.5509
C  -1.534  -1.960  -2.695  -0.1403
C  -1.438  -3.361  -2.707  -0.0819
C  -0.527  -3.983  -1.904  -0.0341
C  0.303  -3.247  -1.027  -0.1648
C  1.293  -3.894  -0.257  -0.0454
C  2.123  -3.171  0.547  -0.0658
C  1.920  -1.786  0.711  -0.1528
C  0.921  -1.114  0.046  -0.2559
C  0.155  -1.828  -0.925  -0.2136
H  -2.200  -1.448  -3.376  0.0954
H  -2.066  -3.929  -3.380  0.1045
H  -0.413  -5.060  -1.938  0.1131
H  1.385  -4.971  -0.326  0.1093
H  2.914  -3.655  1.106  0.1061
H  2.567  -1.261  1.398  0.0576
C  2.552  1.459  -2.036  -0.0069
C  2.659  2.208  -0.701  -0.4759
O  1.646  2.016  0.173  -0.3354
C  3.997  1.784  -0.033  -0.5480
F  5.077  2.032  -0.805  0.1402
F  3.986  0.455  0.196  0.1374
F  4.206  2.382  1.147  0.1571
C  2.711  3.726  -1.011  -0.5525
F  1.526  4.123  -1.524  0.1294
F  2.936  4.479  0.075  0.1575
F  3.652  4.048  -1.920  0.1449
H  2.392  0.402  -1.830  0.0788
H  3.459  1.588  -2.623  0.0951
H  1.706  1.846  -2.598  0.0516